Entry 1:
{"formula": "C11H19CoN5OPS2", "method": "ωB97M-V/def2-TZVPD", "s2": 0.78, "charge": 1, "de_lowest_ev": 0.443, "gap_ha": [0.27405, 0.28167], "spin_multiplicity": 2, "molar_mass_g_mol": 391.35, "symbols": ["Co", "C", "C", "N", "N", "C", "S", "N", "N", "H", "H", "H", "H", "H", "H", "O", "N", "C", "C", "C", "C", "C", "S", "H", "H", "H", "H", "C", "P", "C", "C", "H", "H", "H", "H", "H", "H", "H", "H", "H"], "positions_angstrom": [[-0.46, -0.30, 0.16], [1.63, -4.30, -2.39], [0.53, -3.36, -2.71], [-0.07, -3.25, -3.85], [-1.00, -2.26, -3.65], [-0.99, -1.74, -2.43], [-1.93, -0.58, -1.68], [0.00, -2.44, -1.82], [0.31, -2.22, -0.48], [1.84, -4.90, -3.27], [1.36, -4.96, -1.57], [2.55, -3.76, -2.11], [-1.60, -1.97, -4.41], [-0.18, -2.91, 0.09], [1.31, -2.32, -0.34], [0.19, 1.47, -0.53], [-0.73, 2.44, -0.47], [-0.48, 3.54, -1.21], [-1.32, 4.62, -1.19], [-2.46, 4.55, -0.38], [-2.70, 3.42, 0.35], [-1.82, 2.32, 0.31], [-2.09, 0.88, 1.23], [0.43, 3.48, -1.79], [-1.09, 5.48, -1.79], [-3.15, 5.38, -0.33], [-3.57, 3.33, 0.98], [1.19, 1.64, 2.34], [0.78, -0.09, 2.04], [2.38, -0.95, 2.13], [-0.07, -0.63, 3.55], [1.71, 1.75, 3.29], [0.26, 2.21, 2.36], [1.81, 2.01, 1.52], [2.91, -0.64, 3.03], [3.00, -0.70, 1.27], [2.25, -2.03, 2.17], [0.60, -0.57, 4.40], [-0.42, -1.66, 3.45], [-0.93, 0.01, 3.71]], "lowdin_spin": [1.00, 0.00, 0.00, 0.00, 0.00, 0.00, 0.00, 0.00, 0.01, 0.00, 0.00, 0.00, 0.00, 0.00, 0.00, 0.04, 0.00, 0.00, 0.00, 0.00, 0.00, 0.00, -0.01, 0.00, 0.00, 0.00, 0.00, 0.00, -0.03, -0.01, 0.00, 0.00, 0.00, 0.00, 0.00, 0.00, 0.00, 0.00, 0.00, 0.00]}



Entry 2:
{"formula": "C11H19F3N2O2PS4", "method": "ωB97M-V/def2-TZVPD", "charge": -1, "gap_ha": 0.22897, "molar_mass_g_mol": 427.52, "symbols": ["C", "C", "S", "C", "P", "C", "C", "C", "S", "C", "S", "N", "C", "C", "N", "C", "S", "O", "O", "C", "F", "F", "F", "H", "H", "H", "H", "H", "H", "H", "H", "H", "H", "H", "H", "H", "H", "H", "H", "H", "H", "H"], "positions_angstrom": [[3.61, -1.85, 3.16], [3.60, -0.79, 1.86], [3.23, -1.61, 0.22], [2.58, -0.34, -1.04], [0.73, -0.12, -0.65], [0.66, 1.67, -1.31], [0.78, 2.85, -0.18], [-0.23, 2.72, 1.10], [-2.00, 3.25, 0.78], [-2.98, 1.96, -0.16], [-3.27, 2.29, -1.84], [-3.59, 0.69, 0.39], [-5.07, 0.41, 0.23], [-5.29, -1.09, 0.91], [-3.97, -1.63, 1.47], [-3.01, -0.50, 1.11], [0.09, -0.90, -2.56], [0.88, -0.36, -3.78], [-1.39, -0.41, -2.77], [0.00, -2.78, -2.46], [-1.09, -3.07, -1.45], [-0.53, -3.28, -3.76], [1.26, -3.42, -2.02], [4.40, -1.47, 3.97], [3.95, -2.93, 2.86], [2.57, -1.93, 3.68], [4.72, -0.36, 1.82], [2.81, 0.07, 2.09], [3.13, 0.66, -0.80], [2.83, -0.80, -2.09], [0.65, -1.49, -0.13], [-0.67, 0.01, -0.31], [1.12, 0.28, 0.69], [1.50, 1.76, -2.15], [-0.37, 1.86, -1.89], [1.90, 2.83, 0.21], [0.67, 3.89, -0.76], [-0.28, 1.67, 1.60], [0.19, 3.46, 1.93], [-5.88, 1.11, -0.28], [-6.33, -1.66, 0.94], [-1.88, -0.64, 1.39]], "nbo_charge": [-0.63, -0.54, 0.12, -0.85, 0.67, -0.77, -0.42, -0.54, 0.21, -0.07, 0.13, -0.49, -0.11, -0.11, -0.45, 0.18, 1.58, -0.92, -0.93, 0.76, -0.34, -0.34, -0.33, 0.20, 0.22, 0.22, 0.20, 0.23, 0.23, 0.26, -0.13, -0.14, -0.18, 0.23, 0.24, 0.20, 0.22, 0.25, 0.24, 0.25, 0.23, 0.25]}